(1)
ORCA calculation (ωB97M-V/def2-TZVPD) on a 2-piece molecular cluster, C3H7ClNO overall in a non-equilibrium geometry.

ORCA input file:
```
! wB97M-V def2-TZVPD RIJCOSX def2/J DEFGRID3
* xyz -1 1
Cl 27.6017 -0.3704 7.1607
C 28.1682 3.2248 6.6014
C 29.6601 2.9341 6.5598
O 30.4221 3.5819 5.8513
N 30.0750 1.8824 7.2926
C 31.4557 1.4742 7.2560
H 28.0747 4.2550 6.9497
H 27.6753 2.5725 7.3220
H 27.7416 3.0749 5.6170
H 29.3948 1.3430 7.8147
H 31.6794 0.9392 6.3266
H 31.7077 0.8267 8.0918
H 32.1055 2.3501 7.2702
*
```

Summary:
**Energy relative to the best compared isomer or geometry (same formula, charge and spin)**: 0.224 eV
**LUMO energy**: 3.819 eV
**HOMO**: -4.2 eV
**E**: -19287.5573 eV


(2)
ORCA calculation (ωB97M-V/def2-TZVPD) on a 2-piece molecular cluster, C3H7ClO2 overall in a non-equilibrium geometry.

ORCA input file:
```
! wB97M-V def2-TZVPD RIJCOSX def2/J DEFGRID3
* xyz 0 1
C -0.9454 0.1521 0.7817
C -2.0174 0.5521 -0.2541
C 2.1543 -0.3233 0.1966
O 2.8316 0.3961 -0.6934
O 2.4118 -1.5561 -0.0269
Cl -3.4501 -0.6403 -0.2409
H -0.0909 0.6996 0.6859
H -1.4536 0.3239 1.6200
H -0.8671 -0.8854 0.7118
H -2.5794 1.4937 -0.1983
H -1.4765 0.4010 -1.1520
H 2.4180 1.2642 -0.7138
H 3.0646 -1.8775 -0.7165
*
```

Summary:
**Energy relative to the best compared isomer or geometry (same formula, charge and spin)**: 2.986 eV
**LUMO energy**: 0.530 eV
**HOMO**: -9.6 eV
**E**: -19839.3194 eV


(3)
ORCA calculation (ωB97M-V/def2-TZVPD) on a 3-piece molecular cluster, C3H7ClO2P overall in a non-equilibrium geometry.

ORCA input file:
```
! wB97M-V def2-TZVPD RIJCOSX def2/J DEFGRID3
* xyz -1 1
C 0.5891 -2.4825 -0.1514
C -0.8958 -0.5756 -1.0101
C -0.0669 -1.7199 -1.1493
O 0.9158 1.4590 -0.7329
O -0.2270 2.0427 3.5055
P -0.9504 2.6817 2.3816
Cl 0.3784 4.1542 1.7195
H 0.2347 -2.2884 0.8320
H 0.4705 1.6657 0.0458
H 1.1839 -3.3256 -0.4540
H -1.0846 -0.1662 -0.0496
H -1.2573 0.0807 -1.8155
H 0.4437 0.4597 -1.0233
H 0.2659 -1.9855 -2.0982
*
```

Summary:
**Energy relative to the best compared isomer or geometry (same formula, charge and spin)**: 5.254 eV
**LUMO energy (alpha / beta)**: 2.466 / 1.354 eV
**HOMO (alpha / beta)**: -2.8 / -1.6 eV
**E**: -29129.7522 eV


(4)
ORCA calculation (ωB97M-V/def2-TZVPD) on an isolated molecule of C3H7ClO2S in a non-equilibrium geometry.

ORCA input file:
```
! wB97M-V def2-TZVPD RIJCOSX def2/J DEFGRID3
* xyz 0 1
C 0.1002 -1.5075 -0.1238
C -1.0998 0.7422 0.0747
C 0.1283 -0.1065 0.3935
O -1.1197 2.0167 0.6560
O 1.6534 0.8126 -1.6205
S 1.7225 0.8352 -0.1963
Cl 3.0979 -0.7102 0.4751
H 0.3878 -1.6520 -1.1472
H 0.7274 -2.2661 0.5079
H -0.9287 -1.8623 0.0104
H -1.1012 1.0715 -0.9862
H -1.7392 2.6062 0.3156
H -2.0177 0.0621 0.2132
H 0.1889 -0.0419 1.4276
*
```

Summary:
**Energy relative to the best compared isomer or geometry (same formula, charge and spin)**: 0.423 eV
**LUMO energy**: 0.016 eV
**HOMO**: -9.7 eV
**E**: -30675.7568 eV


(5)
ORCA calculation (ωB97M-V/def2-TZVPD) on a 2-piece molecular cluster, C3H7ClO4S2 overall in a non-equilibrium geometry.

ORCA input file:
```
! wB97M-V def2-TZVPD RIJCOSX def2/J DEFGRID3
* xyz 0 1
C 0.6486 -0.7037 2.2078
C -1.7273 -0.0013 -2.2994
C 0.6146 0.7352 1.6755
O -0.9162 -1.7824 -0.4249
O 0.8229 -0.5750 -1.7446
O -0.8806 2.7985 -1.1148
O -1.8694 0.6651 1.0332
S -0.4931 -0.6091 -1.1432
S -0.6320 0.9716 0.3844
Cl 0.0857 1.9193 2.9636
H 0.9026 -1.2756 1.2347
H 1.5074 -0.7148 2.9257
H -0.3746 -0.9030 2.6698
H -1.4158 0.1062 -3.3541
H -2.6766 -0.5025 -2.0404
H -1.6026 0.9935 -1.8157
H 1.7042 0.9821 1.4389
*
```

Summary:
**Energy relative to the best compared isomer or geometry (same formula, charge and spin)**: 5.108 eV
**LUMO energy (alpha / beta)**: -2.232 / -2.645 eV
**HOMO (alpha / beta)**: -10.4 / -10.5 eV
**E**: -45599.3559 eV


(6)
ORCA calculation (ωB97M-V/def2-TZVPD) on a 2-piece molecular cluster, C3H7ClS overall in a non-equilibrium geometry.

ORCA input file:
```
! wB97M-V def2-TZVPD RIJCOSX def2/J DEFGRID3
* xyz 0 1
C -1.8564 1.4782 -0.4337
S -2.5576 0.1857 0.5800
Cl -2.5151 -1.2333 -0.8635
H -0.7074 1.4589 -0.4221
H -2.1001 1.1161 -1.4487
H -2.2275 2.4341 -0.2682
C 1.1035 -1.2495 -0.0616
C 1.5156 -1.2700 -1.3674
H 1.5671 -2.1082 0.4939
H 0.3870 -0.6255 0.3545
H 1.0315 -0.7510 -2.1154
H 2.4140 -2.0065 -1.6719
*
```

Summary:
**Energy relative to the best compared isomer or geometry (same formula, charge and spin)**: 1.831 eV
**SMILES**: CSCl.C=C
**LUMO energy**: 0.146 eV
**HOMO**: -9.0 eV
**E**: -26580.2650 eV


(7)
ORCA calculation (ωB97M-V/def2-TZVPD) on a 2-piece molecular cluster, C3H7FN2O overall.

ORCA input file:
```
! wB97M-V def2-TZVPD RIJCOSX def2/J DEFGRID3
* xyz 0 1
C 1.0138 0.3383 -2.2357
C -0.9799 -0.8880 1.3031
C -0.7112 0.5668 1.3897
N 1.8793 0.0934 -1.2699
N -1.2771 1.4284 0.7081
O 0.0385 -0.6164 -2.1994
F 0.2674 0.8650 2.3058
H -1.2022 -1.2845 2.2922
H -0.0987 -1.3982 0.9199
H -1.8116 -1.0569 0.6276
H 2.6736 0.6924 -1.1434
H 1.7912 -0.7002 -0.6370
H -0.9916 2.3921 0.8414
H -0.5912 -0.4320 -2.9023
*
```

Summary:
**Energy relative to the best compared isomer or geometry (same formula, charge and spin)**: 0.843 eV
**LUMO energy**: 0.871 eV
**HOMO**: -8.7 eV
**E**: -10968.3236 eV


(8)
ORCA calculation (ωB97M-V/def2-TZVPD) on C3H7FO2Yb as an isolated structure in a non-equilibrium geometry.

ORCA input file:
```
! wB97M-V def2-TZVPD RIJCOSX def2/J DEFGRID3
* xyz 0 1
Yb -0.7686 0.4712 1.4776
F -1.3109 2.1797 2.9632
O 0.4149 -1.1849 1.2914
C 0.8639 -1.6886 0.0736
C 0.9160 -0.6817 -1.0803
O -0.3383 -0.2255 -1.5293
C -0.8913 0.9063 -0.7966
H 0.2320 -2.5376 -0.2664
H 1.8941 -2.0947 0.1681
H 1.4041 -1.1725 -1.9391
H 1.5514 0.1795 -0.7895
H -0.3982 1.8335 -1.1579
H -1.6387 3.0304 2.7441
H -1.9304 0.9850 -1.1591
*
```

Summary:
**LUMO energy**: -0.785 eV
**HOMO**: -6.7 eV
**E**: -41563.7638 eV


Look up the E of the second one.
-19839.3194 eV


Which value of E does entry 4 give?
-30675.7568 eV


Repeat the eighth record exactly.
ORCA calculation (ωB97M-V/def2-TZVPD) on C3H7FO2Yb as an isolated structure in a non-equilibrium geometry.

ORCA input file:
```
! wB97M-V def2-TZVPD RIJCOSX def2/J DEFGRID3
* xyz 0 1
Yb -0.7686 0.4712 1.4776
F -1.3109 2.1797 2.9632
O 0.4149 -1.1849 1.2914
C 0.8639 -1.6886 0.0736
C 0.9160 -0.6817 -1.0803
O -0.3383 -0.2255 -1.5293
C -0.8913 0.9063 -0.7966
H 0.2320 -2.5376 -0.2664
H 1.8941 -2.0947 0.1681
H 1.4041 -1.1725 -1.9391
H 1.5514 0.1795 -0.7895
H -0.3982 1.8335 -1.1579
H -1.6387 3.0304 2.7441
H -1.9304 0.9850 -1.1591
*
```

Summary:
**LUMO energy**: -0.785 eV
**HOMO**: -6.7 eV
**E**: -41563.7638 eV